one) 108
Properties=species:S:1:pos:R:3 method="wB97M-V/def2-TZVPD" spin_multiplicity=1
O -0.09292 -2.35288 -1.44339
H -0.69745 -3.07737 -1.60434
H 0.74667 -2.66049 -1.78497
O -0.87481 0.80185 -1.65057
H -0.16872 0.56043 -2.25005
H -1.39208 1.44483 -2.13559
O 1.99193 -0.91084 1.47470
H 2.66196 -0.30883 1.15086
H 1.34381 -0.94940 0.77137
O 0.60358 -0.26792 -0.21268
H 0.23319 -0.96990 -0.74772
H 0.09978 0.50928 -0.45428
C -2.14507 -2.91466 2.35370
O -1.22338 -3.52769 1.48841
C 0.06984 -3.58024 2.06949
C 1.23888 -3.93140 1.23105
N 1.75920 -2.85231 0.39315
C 2.92755 -3.37253 -0.36437
C 2.63590 -4.47246 -1.47385
O 1.83785 -3.93173 -2.58350
C 1.66697 -4.83146 -3.66746
H -3.13078 -3.14281 1.94822
H -1.99482 -1.83526 2.37447
H -2.23297 -3.42703 3.31174
H 0.03593 -4.42145 2.76181
H 0.30594 -2.68931 2.65139
H 0.87418 -4.67332 0.52066
H 1.94421 -4.37417 1.93430
H 1.00253 -2.72355 -0.26334
H 3.63269 -3.74196 0.38021
H 3.39847 -2.52583 -0.86380
H 2.04234 -5.23446 -0.96875
H 3.53190 -4.92240 -1.90143
H 0.68259 -4.67974 -4.11027
H 1.62028 -5.85673 -3.30040
H 2.43394 -4.80837 -4.44162
C 1.46229 4.04915 4.17572
O 1.47367 3.22337 3.05236
C 1.22395 1.90101 3.37613
C 0.46576 1.31042 2.16227
N -0.92569 1.59039 2.26457
C -1.66119 0.62807 1.43985
C -3.16173 0.91304 1.38031
O -3.43735 2.08879 0.57491
C -4.80309 2.35902 0.22877
H 1.56540 3.47047 5.09365
H 0.43974 4.34573 4.40927
H 2.09373 4.92929 4.05428
H 0.55238 1.74535 4.22044
H 2.20930 1.49333 3.60195
H 0.75807 0.26310 2.08626
H 0.79919 1.74667 1.22067
H -1.20054 1.56510 3.23613
H -1.40922 -0.39370 1.72372
H -1.27693 0.60369 0.42012
H -3.64771 0.95775 2.35494
H -3.54745 0.05078 0.83641
H -4.77636 3.27723 -0.35798
H -5.38668 2.61583 1.11284
H -5.41238 1.66558 -0.35089
C -1.53052 -1.42207 -1.43355
O -2.63907 -0.55704 -1.78196
C -3.84906 -0.91380 -1.01277
C -4.96363 0.06521 -1.57338
N -6.19471 -0.08100 -0.77177
C -7.19446 0.81417 -1.36245
C -7.25854 2.22651 -0.85558
O -7.86567 2.38922 0.40573
C -9.28944 2.04908 0.53122
H -0.67970 -1.33272 -2.10899
H -1.88125 -2.45312 -1.47850
H -1.16901 -1.16933 -0.43679
H -3.60914 -0.81878 0.04624
H -4.02029 -1.97656 -1.18404
H -5.17747 -0.08296 -2.63188
H -4.70949 1.12459 -1.53840
H -6.15271 0.39031 0.12053
H -8.17992 0.42766 -1.10248
H -7.13479 0.85774 -2.44994
H -7.81679 2.78398 -1.60769
H -6.26786 2.67024 -0.95446
H -9.43094 0.99294 0.76064
H -9.81308 2.25562 -0.40218
H -9.74895 2.70179 1.27345
C 2.03519 1.08741 -0.41182
O 3.38553 1.17344 -0.69370
C 3.52906 1.98576 -1.90972
C 4.97382 1.95042 -2.36316
N 5.87878 2.22608 -1.28261
C 7.22468 2.65946 -1.82521
C 8.12320 2.64313 -0.63698
O 8.21950 1.32974 -0.21430
C 8.54859 1.05037 1.19038
H 1.84797 0.37355 0.39033
H 1.60403 0.53542 -1.24699
H 1.52331 2.01825 -0.16765
H 3.16651 3.01366 -1.91851
H 2.90410 1.46156 -2.63273
H 5.22628 2.51596 -3.26013
H 5.18296 0.91520 -2.63273
H 5.98522 1.43446 -0.66445
H 7.13103 3.64036 -2.29122
H 7.62986 1.98291 -2.57768
H 7.73014 3.25367 0.17594
H 9.10031 3.09013 -0.82018
H 9.53923 1.48557 1.32205
H 8.48225 -0.03648 1.23988
H 7.83866 1.52084 1.87064

***

two) 108
Properties=species:S:1:pos:R:3 method="wB97M-V/def2-TZVPD" spin_multiplicity=1
C -2.46789 -2.09097 -1.48849
C -2.48416 -0.89614 -2.50937
O -3.76456 -0.39513 -2.85583
O -2.67223 -1.64674 -0.17750
H -1.53912 -2.62862 -1.67931
H -3.17681 -2.88969 -1.70665
H -2.07879 -1.15105 -3.48856
H -2.00278 0.03175 -2.20050
H -3.55233 0.34089 -3.43450
H -3.50249 -2.07325 0.04698
C 0.58146 3.48205 -3.22556
C 1.93379 2.81495 -2.86587
O 2.74820 2.52195 -4.02022
O 0.85374 4.42030 -4.21295
H 0.11265 3.88917 -2.32970
H -0.03918 2.65175 -3.56248
H 1.75360 1.89730 -2.30591
H 2.42134 3.60245 -2.29122
H 2.16344 1.94590 -4.51804
H 1.33514 3.89622 -4.85729
C -0.67370 -3.94427 2.40314
C -1.37765 -4.22567 1.00262
O -0.41294 -3.74639 0.03897
O -0.64523 -2.52369 2.78206
H 0.32420 -4.37751 2.47095
H -1.18407 -4.51930 3.17578
H -2.26597 -3.62439 1.19611
H -1.61077 -5.28365 1.12282
H -0.33987 -2.79547 0.14853
H -0.70297 -1.95280 2.01240
C 4.22275 -1.11320 1.57977
C 3.95069 0.00479 2.66249
O 4.93942 0.95121 2.41573
O 3.85348 -0.62214 0.29494
H 3.78825 -2.05107 1.92575
H 5.28690 -1.34818 1.60109
H 4.14240 -0.37437 3.66627
H 2.92143 0.34887 2.56080
H 4.80493 1.32857 1.54331
H 4.49476 -0.81409 -0.39318
C 1.59053 -1.73803 1.05869
C 0.41917 -1.06900 0.30170
C 0.68832 -1.10499 -1.21761
O -0.32549 -0.54261 -2.09135
C -0.46386 0.89875 -1.87632
N -0.84014 -1.64027 0.73940
H 1.47452 -1.46282 2.10697
H 2.49103 -1.30303 0.62511
H 1.62458 -2.82505 0.98588
H 0.44306 0.00210 0.50244
H 0.87697 -2.15272 -1.45168
H 1.62370 -0.55059 -1.29392
H -0.93389 1.43847 -2.69843
H 0.56842 1.19709 -1.69327
H -0.91947 1.01447 -0.89290
H -1.42875 -1.88657 -0.04353
H -1.35176 -0.82141 1.03575
C 3.30794 -0.20945 -3.15382
C 3.53687 -1.35423 -2.16664
C 2.81568 -2.70977 -2.46381
O 3.46932 -3.77848 -1.73523
C 2.74885 -4.97491 -1.67314
N 4.95678 -1.59842 -2.15093
H 2.54092 -0.54116 -3.85365
H 4.29347 0.13294 -3.46940
H 2.84653 0.64783 -2.66364
H 3.19279 -1.06325 -1.17415
H 2.89700 -2.98930 -3.51422
H 1.74081 -2.71571 -2.28290
H 3.49785 -5.76642 -1.69779
H 2.03019 -4.91105 -2.49017
H 2.18148 -5.11224 -0.75264
H 4.95738 -2.52876 -1.75777
H 5.27171 -1.72554 -3.10212
C -5.00347 1.98131 2.97948
C -4.09249 3.08953 2.43182
C -3.84478 2.82889 0.85926
O -3.05136 1.65354 0.76370
C -2.73147 1.38710 -0.60461
N -4.67205 4.42270 2.53692
H -5.28316 2.14671 4.01992
H -4.52543 1.01396 2.82515
H -5.95353 1.99528 2.44534
H -3.11934 3.10434 2.92257
H -3.26014 3.67239 0.49210
H -4.78700 2.88528 0.31416
H -3.65369 1.26681 -1.17308
H -2.13931 0.47198 -0.60627
H -2.07884 2.13047 -1.06239
H -4.10752 5.07146 2.00728
H -4.59137 4.76358 3.48424
C 0.37645 0.46651 2.74195
C -0.97387 1.04816 2.32553
C -0.98735 2.50327 1.65386
O -0.29035 3.59981 2.40894
C -1.19223 4.39581 3.15224
N -1.52107 0.00865 1.46996
H 0.06862 -0.45845 3.22961
H 0.95844 1.23781 3.24642
H 1.00400 0.21910 1.88576
H -1.64206 1.07053 3.18642
H -1.91039 2.94841 1.28246
H -0.47139 2.31111 0.71314
H -1.76774 3.85315 3.90218
H -1.87022 4.94209 2.49649
H -0.65854 5.13365 3.75129
H -2.47502 0.27189 1.26804
H -1.71391 -0.73304 2.12783

***

The most stable of them is one).

***

one) 9
Properties=species:S:1:pos:R:3 method="wB97M-V/def2-TZVPD" spin_multiplicity=3
C -0.08242 -1.00717 0.29910
N 0.44724 1.51906 -0.25628
O 0.60658 -0.81229 -0.95060
P -0.57882 0.76751 1.02424
S 0.32108 0.59446 -1.76191
H -0.87124 -1.80132 0.30342
H 0.61592 -1.63272 1.07934
H 1.42258 1.50673 -0.03109
H -1.88092 0.86574 0.29378

***

two) 9
Properties=species:S:1:pos:R:3 method="wB97M-V/def2-TZVPD" spin_multiplicity=3
C -0.41390 0.04301 0.03203
N 0.52066 -0.82894 -0.28680
O -1.25401 0.47330 -0.66370
P -0.39572 0.58742 1.86712
S 0.66528 -1.64614 -1.81082
H 1.24056 -0.99455 0.40926
H 0.60357 1.52211 1.70035
H -1.31704 1.57420 1.54792
H 0.35060 -0.73041 -2.79536

***

The most stable of them is one).

***

one) 22
Properties=species:S:1:pos:R:3 method="wB97M-V/def2-TZVPD" charge=+2 spin_multiplicity=2
N -0.90664 1.23977 1.76683
C -1.33044 0.59419 0.57104
C -0.17719 0.15293 -0.33318
N 0.70502 -0.86294 0.38343
C 2.09689 -0.27114 0.65702
C 0.87290 -2.19437 -0.24908
H -1.59659 1.53365 2.47638
H -0.29436 2.04951 1.57512
H 0.31401 -1.04536 1.30032
H -1.92478 1.31245 -0.03276
H -1.92688 -0.28008 0.79364
H 0.44071 0.93064 -0.75676
H -0.54210 -0.29323 -1.25748
H 2.68759 -1.02221 1.16442
H 1.93625 0.67135 1.17771
H 2.48563 0.03013 -0.31586
H 1.34068 -2.16063 -1.23245
H -0.07297 -2.72467 -0.37977
H 1.46111 -2.83724 0.40476
H -2.43793 2.12390 -2.19352
H -1.44730 1.52892 -3.22705
O -1.68361 1.52442 -2.29276

***

two) 22
Properties=species:S:1:pos:R:3 method="wB97M-V/def2-TZVPD" charge=+2 spin_multiplicity=2
C 0.60282 0.49569 -2.10147
N 0.98763 1.67738 -1.30110
C -0.70509 -0.12825 -1.50669
N -0.83460 -0.06994 -0.02943
C 0.01047 -1.13378 0.66408
C -0.53982 -2.56147 0.33132
H 0.31652 0.87375 -3.09258
H 1.46103 -0.16916 -2.09998
H 0.29331 2.42417 -1.45247
H 1.94545 1.98303 -1.51820
H -1.51856 0.52682 -1.87858
H -0.85865 -1.12550 -1.89879
H -0.47473 0.83313 0.29625
H -1.80777 -0.07592 0.28308
H -0.21037 -0.96792 1.72555
H 1.07204 -0.95200 0.48728
H -0.29646 -3.21009 1.17159
H -1.62556 -2.49276 0.53822
H -0.37184 -3.02074 -0.63432
H 0.37555 2.98779 3.72716
H 1.48154 2.00275 4.41484
O 0.69710 2.10301 3.87424

***

The most stable of them is one).